Here is a 2-piece molecular cluster, C3H9O2 overall from OMol25. Energies are from ωB97M-V/def2-TZVPD.

Each line ends with the natural charge from an NBO analysis.
Atoms and positions in Å:
C1 -0.4154 -1.2515 0.2639  -0.0049
O1 -1.6380 -1.7629 0.1116  -0.9425
C2 -0.4377 0.2831 0.5713  -0.4332
C3 -1.2783 0.9521 -0.5385  -0.6299
H1 0.2680 -1.3861 -0.6244  0.0477
H2 0.1644 -1.6580 1.1486  0.0642
H3 0.5084 0.8436 0.6950  0.1358
H4 -0.9458 0.4054 1.5461  0.1800
H5 -1.4916 2.0123 -0.3689  0.1697
H6 -2.2439 0.4566 -0.5430  0.2381
H7 -0.8769 0.7212 -1.5274  0.1850
H8 2.0677 0.2039 0.0993  0.4933
H9 3.2959 -0.0366 -0.8603  0.4641
O2 3.0232 0.2169 0.0268  -0.9672

Results
HOMO energy = -2.372 eV
LUMO level = 3.925 eV
net charge = -1
relative energy (zero: lowest compared OMol25 entry of this formula, charge and spin) = 18.0 kcal per mole
gap between HOMO and LUMO = 0.23138 Ha



Here is an isolated ion of composition C4H11BrP and charge +1 from OMol25. Energies are from ωB97M-V/def2-TZVPD.

Each line ends with the natural charge from an NBO analysis.
Atoms and positions in Å:
C1 1.6454 0.1907 0.3632  -0.9373
C2 -0.4663 -1.8457 -0.5658  -0.9387
C3 -0.9333 1.1010 -1.1304  -0.9427
C4 -1.1201 0.1045 1.6109  -0.8202
P1 -0.1707 -0.1191 0.0284  1.4758
Br1 -1.0557 -1.3451 2.8467  0.1354
H1 1.9219 -0.5174 1.1620  0.2754
H2 1.7836 1.1939 0.8317  0.2814
H3 2.1953 -0.1340 -0.6062  0.2845
H4 -1.4016 -2.1235 -0.0230  0.2787
H5 0.3822 -2.4311 -0.2753  0.2704
H6 -0.6104 -1.8277 -1.7329  0.2796
H7 -1.3167 0.4544 -1.9272  0.2690
H8 -0.0425 1.7374 -1.4784  0.2802
H9 -1.7550 1.6854 -0.6293  0.2822
H10 -0.6390 1.1753 2.0044  0.2731
H11 -2.1100 0.3828 1.4169  0.2532

Results
HOMO energy = -14.434 eV
LUMO level = -3.012 eV
net charge = +1
relative energy (zero: lowest compared OMol25 entry of this formula, charge and spin) = 4.4 kcal per mole
gap between HOMO and LUMO = 0.41975 Ha



Here is C2H3N2O2 as an isolated structure from OMol25. Energies are from ωB97M-V/def2-TZVPD.

Each line ends with the natural charge from an NBO analysis.
Atoms and positions in Å:
C1 1.8729 -0.0772 -0.1639  0.4022
C2 -1.0310 -0.5473 0.0021  0.1986
N1 2.8212 -0.6549 -0.4882  -0.5337
N2 0.7024 0.2210 0.4071  -0.3563
O1 0.2423 1.5725 0.4220  -0.6278
O2 -1.9579 0.3563 -0.1113  -0.7807
H1 -1.1828 -1.3212 0.7287  0.1139
H2 -0.7774 1.4303 0.1093  0.4801
H3 -0.6898 -0.9794 -0.9059  0.1036

Results
HOMO energy = -3.624 eV
LUMO level = 4.405 eV
net charge = -1
relative energy (zero: lowest compared OMol25 entry of this formula, charge and spin) = 50.0 kcal per mole
gap between HOMO and LUMO = 0.29509 Ha



Here is C37H51N4OP2V as an isolated structure from OMol25. Energies are from ωB97M-V/def2-TZVPD.

Each line ends with the Löwdin spin population.
Atoms and positions in Å:
C1 1.4643 0.3241 -2.7906  -0.0013
C2 1.9010 1.8210 -1.0365  0.0069
C3 2.2131 1.0915 -3.6761  0.0100
C4 2.8291 2.5097 -1.8625  0.0076
C5 2.9738 2.1594 -3.1878  -0.0009
H1 2.2130 0.8177 -4.7251  0.0011
H2 3.3103 3.3926 -1.4421  0.0003
H3 3.6395 2.7217 -3.8489  -0.0003
N1 1.4523 0.5835 -1.4657  0.0030
P1 0.4315 -2.0663 -1.9090  0.0331
P2 0.1846 2.1711 1.3457  -0.0141
C6 0.5869 -0.8057 -3.2760  0.0104
H4 -0.4095 -0.4161 -3.5460  -0.0004
H5 0.9920 -1.2391 -4.2005  0.0010
C7 1.3421 2.5049 0.0684  0.0389
H6 1.8741 3.4544 0.2453  0.0012
C8 -0.7247 3.9261 1.1362  -0.0001
C9 0.9638 2.1108 3.1451  -0.0038
C10 -1.2598 -2.8307 -2.3270  0.0068
C11 1.9944 -3.1149 -2.2277  0.0042
C12 -2.2112 3.5605 1.2741  -0.0001
H7 -2.4183 3.0887 2.2471  -0.0001
H8 -2.8182 4.4776 1.2038  0.0000
H9 -2.5290 2.8717 0.4802  0.0003
C13 -0.3305 5.0247 2.1397  -0.0003
H10 -0.4316 4.7409 3.1907  -0.0001
H11 0.6924 5.3889 1.9558  0.0000
H12 -1.0100 5.8797 1.9708  -0.0001
C14 -0.4253 4.5523 -0.2386  0.0043
H13 -1.1453 5.3623 -0.4314  0.0003
H14 0.5784 4.9998 -0.2689  0.0003
H15 -0.5017 3.8348 -1.0606  0.0021
C15 -0.1748 2.3048 4.1602  0.0002
H16 -0.9172 1.5006 4.0826  -0.0001
H17 0.2454 2.2701 5.1771  0.0002
H18 -0.7003 3.2587 4.0566  0.0000
C16 1.5833 0.7353 3.4066  0.0012
H19 0.8789 -0.0767 3.1984  0.0005
H20 2.4955 0.5598 2.8268  -0.0001
H21 1.8460 0.6624 4.4745  0.0001
C17 2.0809 3.1419 3.2788  -0.0012
H22 1.7320 4.1718 3.1837  0.0000
H23 2.5317 3.0420 4.2782  -0.0005
H24 2.8666 2.9643 2.5335  0.0002
C18 2.0313 -4.2728 -1.2209  0.0004
H25 2.8969 -4.9090 -1.4641  0.0000
H26 2.1623 -3.9191 -0.1870  0.0003
H27 1.1337 -4.9043 -1.2708  0.0000
C19 3.2499 -2.2445 -2.0274  0.0003
H28 3.2664 -1.3843 -2.7080  -0.0001
H29 3.3561 -1.8836 -0.9987  0.0003
H30 4.1291 -2.8641 -2.2635  -0.0001
C20 2.0394 -3.6507 -3.6655  -0.0007
H31 2.9823 -4.2043 -3.7876  0.0001
H32 1.2239 -4.3448 -3.8858  0.0000
H33 2.0369 -2.8447 -4.4092  0.0000
C21 -2.3176 -1.7168 -2.4503  0.0045
H34 -2.1607 -1.0867 -3.3349  0.0001
H35 -3.3092 -2.1842 -2.5585  0.0000
H36 -2.3420 -1.0655 -1.5687  0.0031
C22 -1.6790 -3.7809 -1.1989  0.0013
H37 -1.8612 -3.2427 -0.2606  0.0012
H38 -2.6151 -4.2792 -1.4934  0.0000
H39 -0.9326 -4.5618 -1.0038  0.0000
C23 -1.1929 -3.5960 -3.6587  0.0002
H40 -0.7538 -2.9946 -4.4678  0.0000
H41 -0.6440 -4.5416 -3.5630  0.0000
H42 -2.2198 -3.8525 -3.9639  0.0004
V1 0.3265 -0.5221 -0.1168  2.3633
C24 1.8523 -1.0816 0.7254  0.1784
O1 2.7578 -1.5269 1.3424  0.1675
N2 -1.0827 0.7717 -0.6027  -0.0253
C25 -1.2678 1.7523 -1.2751  0.0905
C26 -2.1543 2.2721 -2.2785  0.0078
C27 -3.5058 1.8795 -2.2182  0.0098
C28 -1.7179 3.1498 -3.3020  0.0078
C29 -4.4201 2.3822 -3.1453  -0.0006
H43 -3.8239 1.1870 -1.4336  0.0003
C30 -2.6466 3.6526 -4.2174  -0.0014
H44 -0.6638 3.4287 -3.3512  0.0004
C31 -3.9934 3.2916 -4.1167  0.0081
H45 -5.4628 2.0648 -3.0920  -0.0001
H46 -2.3154 4.3356 -5.0035  -0.0002
H47 -4.7240 3.7228 -4.7982  0.0004
N3 -2.6405 -0.0560 5.6653  -0.0027
C32 -2.2020 -0.6833 4.7760  -0.0002
C33 -1.6311 -1.4750 3.7074  -0.0009
C34 -1.3265 -2.8238 3.9195  0.0147
C35 -0.6768 -3.5279 2.9141  -0.0020
C36 -0.2808 -2.8484 1.7619  0.0223
N4 -0.5964 -1.5554 1.5557  0.0169
C37 -1.3377 -0.8920 2.4675  0.0186
H48 -1.5937 -3.2889 4.8715  0.0007
H49 -0.4420 -4.5852 3.0140  -0.0005
H50 0.3080 -3.3497 0.9870  0.0039
H51 -1.6671 0.1181 2.1970  0.0004

Results
HOMO energy (alpha / beta) = -8.981 / -9.006 eV
LUMO level (alpha / beta) = -3.225 / -3.599 eV
net charge = +1
relative energy (zero: lowest compared OMol25 entry of this formula, charge and spin) = 55.9 kcal per mole
2S+1 = 4
gap between HOMO and LUMO (alpha / beta) = 0.21152 / 0.19869 Ha



Here is a 2-piece molecular cluster, C14H25N2O overall from OMol25. Energies are from ωB97M-V/def2-TZVPD.

Each line ends with the natural charge from an NBO analysis.
Atoms and positions in Å:
C1 -3.7423 -2.1534 0.7739  -0.4250
N1 -2.3127 -1.8514 0.8625  -0.2599
C2 -1.8995 -0.8186 1.8187  -0.4305
C3 -1.4590 -2.5108 0.1069  0.2693
C4 -0.0288 -2.4245 0.2403  -0.1277
C5 0.6494 -2.4716 1.4874  -0.1561
C6 2.0189 -2.2744 1.5489  -0.2184
C7 2.7672 -2.0445 0.3853  0.0712
C8 4.2397 -1.7949 0.4894  -0.6468
C9 2.1138 -2.0633 -0.8551  -0.2251
C10 0.7449 -2.2782 -0.9367  -0.1424
H1 -4.2650 -1.5111 1.4821  0.2350
H2 -4.1098 -1.9678 -0.2480  0.2366
H3 -3.9210 -3.2116 1.0186  0.2355
H4 -2.8169 -0.3254 2.1537  0.2295
H5 -1.3924 -1.2529 2.6898  0.2268
H6 -1.2427 -0.0723 1.3480  0.2624
H7 -1.8954 -3.1004 -0.7114  0.2308
H8 0.0873 -2.6836 2.4006  0.2183
H9 2.5336 -2.3018 2.5133  0.2347
H10 4.6674 -1.6441 -0.5046  0.2284
H11 4.4466 -0.9033 1.0947  0.2414
H12 4.7546 -2.6391 0.9652  0.2425
H13 2.7024 -1.9075 -1.7644  0.2347
H14 0.2296 -2.3189 -1.8989  0.2283
C11 0.0388 2.4387 -1.3340  -0.6039
C12 -0.7680 2.0688 -2.5734  -0.4032
C13 -1.5016 0.7448 -2.4559  -0.0597
C14 -2.2253 0.3911 -3.7539  -0.0755
O1 -2.9220 -0.8185 -3.4861  -0.7525
N2 -2.4286 0.7573 -1.3190  -0.8632
H15 0.5557 3.3866 -1.5033  0.2211
H16 -0.6119 2.5534 -0.4616  0.2113
H17 0.7876 1.6712 -1.1066  0.1985
H18 -1.5029 2.8531 -2.7946  0.2007
H19 -0.1112 1.9990 -3.4481  0.2121
H20 -0.7625 -0.0475 -2.2469  0.1700
H21 -2.9201 1.2076 -4.0055  0.1670
H22 -1.4893 0.2621 -4.5601  0.1736
H23 -3.3723 -1.1165 -4.2902  0.4852
H24 -3.0058 1.5981 -1.3572  0.3619
H25 -3.0469 -0.0520 -1.3564  0.3630

Results
HOMO energy = -12.132 eV
LUMO level = -4.243 eV
net charge = +1
relative energy (zero: lowest compared OMol25 entry of this formula, charge and spin) = 22.1 kcal per mole
gap between HOMO and LUMO = 0.28990 Ha